(1)
The following is a DFT calculation (ωB97M-V/def2-TZVPD) of 7 unconnected molecules or ions with the total composition C51H127N4O5P2.

Computed properties:
Charge ... +5
Strongest force on any atom ... 2.114 eV/Å
HOMO energy ... -18.18 eV

XYZ file:
```
189
Properties=species:S:1:pos:R:3:lowdin_charge:R:1
H -6.901 -5.215 -6.176 0.12
N -3.252 -3.152 3.972 0.21
H -0.139 -6.493 -4.746 0.12
H -0.398 -4.538 2.857 0.12
H 3.630 4.487 -3.372 0.11
H -8.240 -4.176 -4.526 0.08
H 0.587 3.757 1.680 0.08
C 6.015 6.861 2.855 -0.26
H 0.521 -0.284 -9.219 0.08
P -2.619 -2.789 -5.223 1.01
C -6.403 4.487 2.183 -0.30
H -0.287 -4.634 5.788 0.14
H -1.458 0.218 3.399 0.05
H -6.099 1.807 3.859 0.09
H -3.233 -3.306 4.977 0.15
C -1.790 -4.331 -4.698 -0.27
C -0.263 -2.270 -8.664 -0.26
H 7.297 8.501 2.046 0.07
H 1.096 5.488 -4.272 0.07
H -4.976 4.036 3.737 0.12
H 0.115 -3.504 -4.120 0.11
C -0.440 0.109 3.785 -0.07
O -0.543 -2.265 3.306 -0.35
H 0.140 -1.506 7.713 0.14
H -2.366 0.139 -1.928 0.11
H 1.612 6.535 -2.955 0.06
C -5.316 1.198 4.302 -0.09
H 2.862 2.521 1.430 0.11
H -2.889 -1.940 -7.484 0.11
H 0.397 1.974 1.229 0.04
H -4.900 -2.256 -5.269 0.11
C -4.400 -0.939 4.299 -0.21
H -5.769 -3.988 3.353 0.09
O 1.219 -4.864 -0.353 -0.16
H 3.117 5.694 -5.469 0.11
H -4.397 1.792 4.284 0.07
O -4.419 3.227 1.950 -0.17
H 8.332 5.073 -0.322 0.11
H -6.660 6.253 3.324 0.18
H -4.646 -5.310 -5.422 0.11
H -0.528 0.111 4.878 0.07
H -0.750 -0.460 -1.890 0.11
C 4.085 5.463 -3.558 -0.23
H -2.198 -4.556 -3.713 0.10
C -0.702 -1.941 -7.245 -0.25
H -1.115 -2.101 -9.333 0.12
C -4.458 -2.281 3.550 -0.28
H -3.176 -1.198 -0.064 0.07
H -4.262 -2.080 2.496 0.15
H 1.292 7.291 -4.389 0.08
H -0.130 -3.081 5.274 0.11
H -2.432 3.513 1.612 0.09
H -3.180 -2.210 -2.291 0.11
C -0.270 -4.331 -4.733 -0.25
H 0.208 3.298 0.111 0.07
O -5.289 -0.062 3.671 -0.14
C -3.065 2.966 2.322 -0.09
H 2.037 -2.451 5.580 0.08
H -1.140 -7.567 0.540 0.10
C 3.152 6.226 -4.520 -0.24
C 1.790 -5.746 -4.369 -0.09
H 0.183 -4.152 -5.705 0.11
H 0.084 -2.284 -6.571 0.09
C 1.223 -1.545 10.165 -0.08
H 1.147 -5.906 1.823 0.14
H 1.632 -0.009 2.196 0.07
C 0.305 -1.147 3.310 -0.60
H 0.443 -0.783 10.080 0.10
C -7.160 -4.034 -4.454 -0.12
H 2.084 -0.973 10.523 0.10
H -7.126 4.961 4.134 0.18
C 2.290 2.857 0.564 -0.26
H -2.759 3.239 3.332 0.10
H -2.225 -4.985 -5.461 0.10
C -2.096 -1.080 -0.176 -0.10
H 2.752 -3.481 -0.191 0.10
N -0.650 -5.543 2.703 0.21
C -5.760 -3.009 3.835 -0.01
C -0.255 -7.469 1.174 -0.02
H 2.225 -4.790 -4.050 0.07
C -4.397 -3.203 -5.029 -0.28
H 2.754 4.943 0.686 0.12
H -1.430 -2.654 -2.471 0.10
C 0.797 2.952 0.972 -0.11
H 7.524 3.629 -0.202 0.11
H 3.329 6.286 -1.677 0.07
H 9.844 3.347 -1.047 0.12
H 1.891 -3.803 1.307 0.07
C 2.131 -3.296 6.269 -0.03
C 4.271 6.240 -2.233 -0.27
H 2.516 -4.110 5.648 0.10
H -5.985 4.376 0.101 0.10
H -2.651 -0.591 -4.345 0.11
H -3.397 -4.022 3.468 0.14
O 1.622 -2.135 8.943 -0.16
C -4.940 4.314 2.674 -0.21
H 4.710 7.098 0.488 0.11
H -0.071 -5.888 -3.172 0.09
H -5.532 1.101 5.373 0.11
H 2.266 -6.552 -3.817 0.08
H -1.168 -3.469 6.518 0.15
H -7.666 4.805 0.514 0.10
H -0.682 -5.403 -0.471 0.13
C 0.123 -6.029 1.463 -0.29
C 1.715 6.349 -4.034 -0.10
H 0.089 1.051 3.613 0.07
C -6.616 4.972 0.753 0.00
H 0.039 -3.300 -8.851 0.12
C 7.956 4.273 -0.977 -0.25
H -2.358 -2.696 3.664 0.09
H 2.223 4.389 -0.934 0.11
H -8.092 5.566 2.875 0.18
H -0.789 -0.869 -7.057 0.11
C 6.770 4.764 -1.829 -0.27
H 5.085 7.443 2.818 0.11
H 6.363 7.117 0.095 0.11
H -4.511 -3.232 -3.941 0.08
H -1.623 -5.577 2.403 0.16
C 2.823 4.144 -0.055 -0.24
H -2.269 -3.473 -7.450 0.11
H 4.700 7.235 -2.356 0.12
H -6.832 3.490 2.291 0.14
C 0.851 -1.316 -9.121 -0.10
H 0.452 -0.490 1.144 0.06
H -6.795 -4.745 -3.713 0.08
H 1.006 -4.474 7.688 0.16
H -0.275 -2.864 8.745 0.14
H 6.448 3.932 -2.461 0.09
P 5.261 5.343 -1.022 1.00
C -2.076 -1.488 -4.082 -0.26
H -1.447 -1.881 0.167 0.05
H -1.940 -0.129 0.342 0.06
N -0.248 -3.674 6.126 0.20
H -0.398 -5.993 3.579 0.16
H 1.019 -2.234 10.987 0.10
C 0.530 -2.450 8.120 -0.22
H 1.159 -1.542 -10.147 0.08
C 5.571 6.421 0.391 -0.27
C -2.124 -2.508 -6.945 -0.25
H -4.722 -1.129 5.333 0.14
H -6.564 -2.378 3.461 0.11
H -7.075 -2.995 -4.125 0.07
H 4.311 3.210 -1.339 0.10
C 7.276 7.709 2.799 -0.10
C 0.267 -5.643 -4.182 -0.26
H -6.365 6.030 0.682 0.10
H -6.883 -3.492 -6.541 0.12
C 0.921 -3.542 7.132 -0.26
H 5.087 5.397 -3.980 0.11
H 7.687 8.107 3.724 0.08
C 9.165 3.804 -1.770 -0.24
C 8.835 2.783 -2.874 -0.10
H 2.115 -5.799 -5.409 0.08
C 5.794 5.807 1.768 -0.25
H 1.742 -1.544 -8.534 0.08
N -7.142 5.356 3.191 0.24
H 8.149 3.190 -3.620 0.06
C 0.000 -5.045 0.301 -0.20
H 1.559 -1.765 1.606 0.05
H 8.337 1.915 -2.440 0.08
H 9.757 2.541 -3.398 0.08
C -1.776 -0.741 -1.645 -0.25
H -4.695 -4.251 -6.880 0.11
H 3.069 -5.002 0.523 0.11
H -4.413 5.272 2.602 0.15
H 8.115 7.085 2.454 0.08
H 9.709 4.660 -2.169 0.12
H 2.264 2.032 -0.155 0.11
C 2.270 -4.268 0.394 -0.07
H 2.993 -3.044 6.893 0.11
H 4.883 3.474 0.286 0.10
C -6.539 -4.244 -5.834 -0.24
H -0.384 -4.069 0.646 0.12
H 0.503 -7.972 0.567 0.11
C -2.190 -1.876 -2.599 -0.25
H 3.615 7.207 -4.640 0.12
H 7.040 5.580 -2.509 0.12
H -1.073 -1.263 -4.459 0.10
H -5.932 -3.135 4.904 0.10
C 1.026 -0.899 1.984 -0.05
H 6.653 5.129 1.673 0.11
H -3.379 -0.531 4.298 0.12
H 4.959 5.175 2.078 0.10
C 4.268 3.917 -0.507 -0.27
H -2.846 1.924 2.087 0.08
H -0.337 -8.117 2.047 0.10
H 5.985 6.451 3.866 0.11
H 1.081 -1.205 4.092 0.10
C -4.990 -4.365 -5.836 -0.22
```

(2)
The following is a DFT calculation (ωB97M-V/def2-TZVPD) of a single C5H8 molecule.

Computed properties:
Charge ... 0
Strongest force on any atom ... 4.618 eV/Å
SMILES ... C=CC(=C)C
Energy relative to the best compared isomer or geometry (same formula, charge and spin) ... 58.8 kcal/mol
HOMO energy ... -8.54 eV

XYZ file:
```
13
Properties=species:S:1:pos:R:3:lowdin_charge:R:1
H 1.408 1.012 -0.939 0.12
H -0.441 2.097 0.169 0.05
H -1.997 -1.189 0.451 0.06
C 2.041 -0.815 -0.219 0.02
H 2.910 -0.735 -0.838 0.05
C -0.965 -1.054 0.689 0.01
C 0.975 -0.005 -0.575 -0.14
H -1.623 1.485 -0.972 0.09
H 1.657 -1.541 0.512 0.05
H -0.342 -1.988 0.915 0.08
C -1.155 1.327 0.055 -0.08
H -2.106 1.403 0.619 0.08
C -0.363 0.004 0.134 -0.37
```

(3)
The following is a DFT calculation (ωB97M-V/def2-TZVPD) of a molecular structure, C15H15CdCl2N5O3S.

Computed properties:
Charge ... -1
Strongest force on any atom ... 3.082 eV/Å
Energy relative to the best compared isomer or geometry (same formula, charge and spin) ... 0.0 kcal/mol
Multiplicity ... 2
HOMO energy (spin up / spin down) ... -2.83 / -5.43 eV

XYZ file:
```
42
Properties=species:S:1:pos:R:3:lowdin_spin:R:1
C -0.878 -2.760 1.000 0.19
C -2.774 -2.246 -0.431 0.12
N 0.785 3.524 1.898 0.00
H -0.356 0.522 1.455 0.00
H 5.063 0.297 1.776 0.00
H 1.842 1.898 1.057 0.00
C -1.148 2.327 2.109 0.00
O -3.887 1.862 -3.417 0.00
H -3.163 -1.533 -1.169 0.01
H -0.221 3.034 -1.839 0.00
H -0.904 4.376 2.765 0.00
N -0.996 2.450 -1.549 0.00
S 1.548 -0.862 -2.523 0.00
Cd -0.405 0.250 -1.778 0.00
H -2.880 -5.362 0.839 0.02
Cl 2.960 -3.299 -0.670 0.00
H -2.582 3.498 -2.175 0.00
C -0.544 3.535 2.267 0.00
H 4.771 -2.076 1.095 0.00
C 3.895 1.033 0.150 0.00
N -1.476 -1.943 -0.037 0.26
C -3.361 -3.401 -0.055 0.04
H -0.809 -4.735 1.750 0.00
H -2.136 1.939 2.390 0.00
H -4.321 -3.776 -0.437 0.00
O -2.099 0.484 -3.043 0.00
N -0.166 1.500 1.702 0.00
C -1.448 -3.979 1.311 0.03
C 3.328 -1.617 -0.379 0.00
C 0.964 2.258 1.551 0.00
C 2.643 -0.577 -1.158 0.00
O -1.000 -0.600 0.146 0.05
H 0.094 -2.296 1.327 0.01
N -2.161 2.621 -2.331 0.00
C 3.008 0.739 -0.868 0.00
C 4.239 -1.272 0.581 0.00
Cl 2.466 2.152 -1.726 0.00
C 4.513 0.059 0.875 0.00
C -2.729 -4.312 0.842 0.27
H -1.082 2.649 -0.560 0.00
H 4.148 2.054 0.311 0.00
C -2.741 1.583 -3.051 0.00
```

(4)
The following is a DFT calculation (ωB97M-V/def2-TZVPD) of a molecular structure, C4H16FN8O4.

Computed properties:
Charge ... -1
Strongest force on any atom ... 10.019 eV/Å
Energy relative to the best compared isomer or geometry (same formula, charge and spin) ... 334.8 kcal/mol
HOMO energy ... -5.98 eV

XYZ file:
```
33
Properties=species:S:1:pos:R:3:lowdin_charge:R:1
O 0.572 1.797 -3.816 -0.01
H 0.631 -0.678 0.298 -0.03
H -1.209 0.899 -0.340 0.03
C -2.649 0.405 0.729 -0.85
C 0.593 0.322 2.799 -0.71
F -0.022 0.238 -0.140 -0.32
H -0.834 -0.209 0.705 -0.02
N 1.032 1.514 -1.587 0.17
H 1.964 -1.069 2.190 0.14
H 1.384 0.075 1.009 0.08
O 0.527 -0.148 3.870 0.08
O 2.063 -3.227 -0.440 -0.01
O -3.825 0.380 1.110 -0.02
H 2.019 -1.244 1.216 0.06
N 0.787 -1.828 -1.663 0.16
N 1.478 -0.210 1.973 0.08
H 0.080 -1.121 -1.517 0.02
C 1.482 -2.144 -0.502 -0.68
H -0.817 1.799 2.610 0.12
N -0.295 0.199 -2.383 0.11
H -2.781 1.435 -0.968 0.14
N 1.443 -1.272 0.387 0.09
N -0.061 1.320 2.143 0.15
H -0.203 -0.080 -1.416 -0.01
H 0.605 -2.628 -2.252 0.11
H -2.021 -0.890 1.921 0.15
H 1.756 2.213 -1.507 0.11
C 0.418 1.219 -2.729 -0.70
N -2.212 0.991 -0.261 0.20
H -0.784 -0.303 -3.110 0.15
H 0.624 1.172 -0.728 -0.01
H -0.071 1.278 1.134 0.06
N -1.675 -0.205 1.264 0.16
```

(5)
The following is a DFT calculation (ωB97M-V/def2-TZVPD) of a single C5H8O molecule.

Computed properties:
Charge ... 0
Strongest force on any atom ... 0.526 eV/Å
SMILES ... C=C[C@H](C)C=O
Energy relative to the best compared isomer or geometry (same formula, charge and spin) ... 25.4 kcal/mol
HOMO energy ... -9.67 eV

XYZ file:
```
14
Properties=species:S:1:pos:R:3:lowdin_charge:R:1
H 1.533 1.604 0.667 0.08
O -2.211 1.309 -0.367 0.06
H 2.031 -0.056 0.310 0.08
H 0.466 0.772 -1.413 0.15
C -1.036 1.477 -0.153 -0.23
C 0.057 0.456 -0.437 -0.35
C -0.536 -0.919 -0.603 -0.15
H -1.316 -0.992 -1.358 0.11
H -0.691 -2.949 -0.074 0.06
H -0.670 2.442 0.266 0.13
C -0.202 -1.995 0.100 0.02
H 0.841 0.256 1.587 0.09
H 0.555 -1.974 0.880 0.05
C 1.180 0.569 0.594 -0.09
```

(6)
The following is a DFT calculation (ωB97M-V/def2-TZVPD) of a single C6H15N molecule.

Computed properties:
Charge ... 0
Strongest force on any atom ... 1.776 eV/Å
SMILES ... CCCNCCC
Energy relative to the best compared isomer or geometry (same formula, charge and spin) ... 21.5 kcal/mol
HOMO energy ... -9.19 eV

XYZ file:
```
22
Properties=species:S:1:pos:R:3:lowdin_charge:R:1
C 2.533 1.807 -0.401 -0.12
H 3.559 2.081 -0.166 0.06
H 1.975 2.100 0.483 0.06
H -3.371 -0.055 0.308 0.10
H -2.256 -2.291 1.038 0.07
H 3.151 0.006 -1.348 0.10
H 0.104 -1.143 0.379 0.09
H 1.035 -1.095 -1.497 0.11
C -1.339 -0.277 -0.401 -0.28
H -1.550 -1.218 -0.936 0.12
C 0.972 -0.078 -1.103 -0.24
H 2.579 -0.222 0.285 0.10
C 2.367 0.301 -0.648 -0.26
H -3.016 -1.480 2.397 0.07
H -1.284 -1.352 2.191 0.07
C -2.368 -0.189 0.721 -0.26
N 0.067 -0.169 0.078 -0.06
H -2.237 0.780 1.215 0.11
C -2.229 -1.384 1.649 -0.12
H 2.167 2.356 -1.268 0.07
H -1.518 0.491 -1.123 0.09
H 0.518 0.682 -1.734 0.11
```

(7)
The following is a DFT calculation (ωB97M-V/def2-TZVPD) of a molecular structure, C25H49Cl3FeN5O3Si.

Computed properties:
Charge ... -1
Strongest force on any atom ... 3.264 eV/Å
Energy relative to the best compared isomer or geometry (same formula, charge and spin) ... 41.1 kcal/mol
Multiplicity ... 5
HOMO energy (spin up / spin down) ... -5.22 / -5.10 eV

XYZ file:
```
87
Properties=species:S:1:pos:R:3:lowdin_spin:R:1
C -1.080 -2.762 -9.062 0.00
H -3.943 -3.866 -7.559 0.00
H 1.775 -5.463 -1.760 0.00
C 2.354 -4.946 -2.529 0.00
H -1.783 4.180 -0.625 0.00
C -4.828 -0.390 -9.924 0.00
O 1.880 -1.833 -0.839 0.00
H -4.862 0.185 -7.173 0.00
N -0.283 3.668 -2.032 0.00
C -3.259 -2.969 -7.525 0.02
N 2.437 1.572 2.663 0.00
H 3.180 1.151 4.613 0.00
H -4.608 0.609 -9.525 0.00
C 0.575 1.813 4.825 0.00
H 1.535 -3.559 -5.355 0.00
O 1.564 2.513 -1.181 0.00
H -0.052 -3.910 -4.671 0.00
H 0.479 -2.873 -10.572 0.00
H -0.078 -1.190 3.522 0.00
C 3.106 1.666 1.373 0.00
Cl -2.516 -5.355 -3.935 0.11
H -5.092 -1.155 -6.097 0.00
H 1.633 -0.600 -2.648 0.00
C -1.688 3.751 -1.633 0.00
H -4.608 -0.423 -10.992 0.00
C 1.165 -0.361 -3.604 0.00
H 4.507 -3.448 -2.982 0.00
H 1.562 0.589 -3.966 0.00
C 0.139 -4.761 -9.587 0.00
O -2.984 -2.750 -6.224 0.15
H -0.456 1.829 5.219 0.00
H -2.127 2.741 -1.691 0.00
N 2.667 -3.618 -2.030 0.00
C 0.474 -3.254 -5.383 0.00
C -4.036 -1.460 -9.294 0.00
H 0.057 -3.501 -6.391 0.00
C 1.916 -3.036 -1.040 0.00
Fe -3.382 -3.515 -4.692 3.59
C 3.228 1.931 3.825 0.00
H 1.759 -4.901 -3.449 0.00
H 3.013 0.692 0.864 0.00
H 4.283 2.042 3.501 0.00
H -2.195 4.423 -2.335 0.00
C -0.011 3.584 -3.448 0.00
H 3.947 -1.974 -2.128 0.00
C -0.101 -3.422 -9.816 0.00
N 0.959 0.214 1.615 0.00
H 0.480 -1.270 -7.471 0.00
H 0.055 -0.263 1.697 0.00
H -0.343 4.522 -3.906 0.00
H -0.461 -0.576 5.141 0.00
H -0.040 -0.417 -3.396 0.00
H 0.923 -5.291 -10.147 0.00
C -0.349 -0.305 4.092 0.00
Cl -4.680 -2.188 -3.550 0.12
H -3.507 -0.455 -6.180 0.00
H 4.169 1.936 1.528 0.00
C -1.680 -4.830 -8.017 0.00
C 3.641 -2.816 -2.756 0.00
C 1.312 0.774 2.710 0.00
H 3.285 -5.483 -2.726 0.00
H 0.786 0.368 -6.858 0.00
H 0.395 3.991 -0.168 0.00
C -3.911 -1.642 -7.949 0.00
H -1.142 -1.682 -9.138 0.00
H 0.762 2.763 4.296 0.00
H 1.351 -3.803 -0.441 0.00
H 2.619 2.402 0.706 0.00
H 3.212 -2.428 -3.693 0.00
H -0.496 -6.544 -8.508 0.00
H -5.901 -0.553 -9.777 0.00
C -0.647 -5.461 -8.684 0.00
C -4.372 -0.730 -6.821 0.00
H -2.336 -5.346 -7.311 0.00
Si 0.648 -1.356 -4.978 0.00
H 1.256 1.736 5.690 0.00
H -3.392 -2.069 -9.909 0.00
H -1.306 0.084 3.725 0.00
H 1.044 3.392 -3.649 0.00
C -1.974 -3.478 -8.244 0.00
C 0.176 -0.542 -6.703 0.00
H -0.613 2.763 -3.834 0.00
Cl -1.104 0.659 -2.858 0.00
N 0.704 0.662 3.954 0.00
H 2.890 2.901 4.247 0.00
C 0.629 3.328 -1.061 0.00
H -0.894 -0.331 -6.907 0.00
```

(8)
The following is a DFT calculation (ωB97M-V/def2-TZVPD) of a gas-phase ion, CH6NO2 (charge +1).

Computed properties:
Charge ... +1
Strongest force on any atom ... 7.969 eV/Å
Energy relative to the best compared isomer or geometry (same formula, charge and spin) ... 54.7 kcal/mol
Multiplicity ... 3
HOMO energy (spin up / spin down) ... -9.36 / -17.31 eV

XYZ file:
```
10
Properties=species:S:1:pos:R:3:lowdin_spin:R:1
H -1.221 -1.605 0.593 0.01
H 1.476 0.984 -0.013 0.04
C -0.583 0.009 -0.379 0.54
N 1.092 -0.075 0.075 0.58
H 1.199 -0.295 1.156 0.07
O -1.276 0.847 0.397 0.31
H 1.609 -0.735 -0.575 0.05
H -0.504 0.473 -1.377 0.10
O -0.915 -1.271 -0.243 0.30
H -0.876 1.668 0.366 0.01
```

> Among the records above, which one has the highest strongest force on any atom?

C4H16FN8O4

> Look up the charge of the second one.

0

> What is the formula in the fifth record?

C5H8O